1.
Here is a 2-piece molecular cluster, C5H14O3 overall at a distorted geometry from OMol25. Energies are from the ωB97M-V functional and the def2-TZVPD basis.

Structure (XYZ):
```
22
Properties=species:S:1:pos:R:3:forces:R:3
H 2.871 0.073 -1.212 0.112 0.052 -0.304
H 1.650 -1.153 -1.285 0.019 -0.364 0.285
O 2.077 -1.957 1.338 -0.058 0.331 0.037
H -4.127 -0.695 1.265 -0.002 0.204 0.312
H -2.473 -0.371 -0.941 0.254 0.228 -0.269
C 1.089 0.614 -0.173 -0.123 -0.384 0.271
H 3.588 -0.549 1.117 -0.480 0.934 0.025
C 2.121 -0.439 -0.612 0.234 1.408 0.047
O -2.333 0.235 -0.209 -0.350 -0.271 0.455
H 0.115 1.381 -1.990 0.404 0.040 0.255
H -4.994 0.417 1.829 0.010 0.045 0.016
O -4.621 -0.438 2.058 0.064 -0.177 -0.295
H -1.202 1.731 0.456 0.108 0.054 0.083
C 2.885 -1.101 0.496 -0.267 -2.233 0.432
H 1.565 1.585 -0.022 0.034 0.006 -0.092
H 3.525 -1.851 0.056 0.456 -0.115 -0.553
C -1.389 1.250 -0.501 0.242 0.028 -0.333
H -1.810 2.014 -1.161 -0.261 -0.099 0.002
C -0.085 0.730 -1.128 -0.567 0.591 -0.656
H -0.303 -0.218 -1.621 -0.007 -0.310 0.256
H 1.178 -1.628 1.432 0.131 0.251 -0.036
H 0.669 0.369 0.808 0.047 -0.218 0.060
```
Forces are in eV/Å.

Output
E_LUMO   0.65 eV

The computed natural (NBO) charges, all in e, follow:
1. H 0.212
2. H 0.208
3. O -0.732
4. H 0.477
5. H 0.467
6. C -0.403
7. H 0.175
8. C -0.427
9. O -0.737
10. H 0.206
11. H 0.465
12. O -0.942
13. H 0.180
14. C -0.068
15. H 0.210
16. H 0.180
17. C -0.052
18. H 0.158
19. C -0.427
20. H 0.197
21. H 0.463
22. H 0.191


2.
Here is a 12-piece molecular cluster, C48H98F21N6O16PS5 overall at a distorted geometry from OMol25. Energies are from the ωB97M-V functional and the def2-TZVPD basis.

Structure (XYZ):
```
195
Properties=species:S:1:pos:R:3:forces:R:3
C 8.896 2.925 0.041 1.923 2.828 0.228
C -0.014 -2.619 5.019 -0.716 -0.107 0.004
C -3.972 0.151 -3.826 0.708 2.843 -0.253
N -0.618 -10.135 0.659 -0.138 1.819 -0.022
C -1.055 1.371 -3.948 -1.134 1.711 -0.027
H 6.557 -6.391 -5.491 0.225 0.135 0.542
O 8.627 5.412 1.255 -0.631 -1.433 -0.961
O 8.972 5.323 -1.219 -1.190 -1.127 0.875
C -3.266 0.766 -5.045 1.320 -1.517 -2.095
H -10.873 2.488 -1.044 -0.483 -0.199 -0.174
H -8.971 3.389 0.880 -0.111 0.432 0.204
C 4.312 6.706 -1.988 1.168 -0.737 -0.220
H -0.470 4.066 -5.651 0.383 0.160 1.209
H -2.302 2.702 -6.686 0.684 1.020 -0.375
H 1.786 -1.735 1.662 0.371 0.330 0.505
H 1.592 0.481 2.763 0.522 -0.027 -0.014
H 3.652 -7.005 -5.874 -0.106 -0.128 0.100
H -0.754 -2.153 5.668 -0.894 0.167 -0.822
O 4.496 -4.344 3.043 0.311 -0.641 1.862
H -7.369 -0.875 0.521 -0.564 -0.024 -0.459
F 7.633 2.905 0.372 -1.322 -1.239 0.533
C -3.029 2.990 -4.294 0.691 1.010 1.161
H 2.701 7.518 -4.206 0.060 -0.505 0.817
O 3.966 2.795 7.921 -1.209 -0.096 1.311
C 5.008 -5.477 -4.190 1.626 1.252 0.114
H -13.296 2.355 -0.829 -0.728 0.022 0.219
C -8.480 -0.529 2.356 1.083 -1.178 -1.796
C -0.091 -3.218 2.619 0.138 1.168 -0.311
H -3.151 -0.073 -3.145 -0.407 -0.590 0.316
O 3.141 5.013 8.270 -1.191 -0.951 0.581
C -5.805 -2.606 8.117 -1.385 3.851 -1.415
H -1.653 -8.508 -0.175 0.222 0.160 0.001
F -0.171 -5.469 -3.952 -0.422 1.243 0.608
F 6.688 -5.745 5.533 0.365 0.172 -1.172
F -5.326 -3.076 9.166 2.475 -1.876 4.295
C 6.389 -3.053 -1.466 0.951 -1.082 -0.201
H 5.063 6.771 -1.201 0.137 0.339 -0.184
F -7.125 -2.855 8.212 -0.749 -0.157 -1.072
C 1.368 2.888 8.497 -0.304 -0.352 -1.932
H 0.528 2.925 -6.416 0.035 -0.200 0.048
C 0.153 2.216 -4.372 0.903 0.507 -0.187
C -0.503 -3.641 3.985 -1.740 -1.008 1.019
O -5.833 -0.267 6.723 -0.812 -0.618 0.586
C 4.589 6.397 -4.463 -0.501 -0.095 0.297
C 0.481 -10.250 2.953 1.515 -0.543 -0.409
H 0.211 -10.652 0.402 0.291 -0.509 0.448
F -1.913 -5.311 -2.459 -0.890 -1.656 0.021
F -1.854 5.872 -0.620 0.121 0.638 -0.329
H 3.457 6.338 -1.420 -0.696 0.607 -0.689
H -9.765 3.321 2.472 0.795 0.304 0.415
H 3.007 8.322 -0.206 0.362 0.017 0.253
N 5.775 -5.068 -2.830 -2.333 -0.262 1.044
H 4.805 -6.607 -7.094 0.399 0.260 0.231
O -4.110 -0.423 8.335 0.348 -0.776 0.964
C -8.817 0.817 0.369 1.259 -0.490 0.540
C 3.780 7.669 -4.156 1.423 0.762 0.636
N -0.015 -1.660 2.721 0.438 -0.718 0.475
H -3.945 3.234 -4.832 0.269 -0.494 -0.513
H 2.093 8.303 -2.246 0.031 0.157 -0.866
C -1.480 2.300 -6.093 -1.469 -1.611 -0.753
H 0.636 -9.776 3.922 -0.713 0.326 -0.221
H -1.226 1.383 -6.625 0.124 -0.264 0.151
N -9.621 1.529 1.445 0.463 -1.131 0.615
C -11.364 2.747 -0.107 -0.052 2.139 1.166
H 0.317 1.024 1.894 -0.201 0.040 -0.927
O -2.906 3.033 0.358 -0.077 0.760 -0.354
H -5.867 -0.593 -4.620 0.072 0.283 0.057
H 6.111 -6.967 -1.868 -0.566 -0.214 0.061
H 1.792 1.663 0.044 0.617 0.582 0.333
H -1.310 1.651 -2.926 -0.184 -0.674 0.064
H -9.477 0.070 -0.071 -0.071 0.198 -0.125
H -10.896 3.688 0.181 0.350 -0.023 0.175
C -7.691 0.004 1.080 -1.050 -0.721 0.726
F 6.939 -5.448 3.316 0.881 0.297 0.394
H -10.520 0.062 2.994 -0.181 -0.162 -1.003
F 6.167 -7.268 4.102 0.520 -1.429 -0.020
H 3.968 5.814 -5.144 0.034 -0.251 0.115
F 0.420 -3.268 -3.321 -0.742 -0.593 -0.562
F -0.494 4.824 0.652 1.606 -0.348 -0.075
C 0.880 -1.131 1.601 0.451 0.545 0.453
H 2.643 0.162 0.135 0.151 -0.109 -0.137
O -1.470 -9.020 2.642 0.241 -0.929 -2.685
C -9.547 0.437 2.676 0.026 2.738 0.899
C 7.228 -4.781 -3.008 -0.150 -1.487 0.738
F 0.991 2.939 7.117 0.373 0.983 2.175
H 4.411 -3.926 -1.588 -0.362 0.402 -0.727
O 3.321 3.565 10.263 -0.804 -0.498 -2.650
H -4.572 -1.765 -4.646 0.098 -0.115 0.157
H -1.591 -3.706 4.026 -0.080 -0.268 0.162
C -1.623 5.468 0.628 -3.247 -1.328 2.342
H 3.936 -5.504 -3.997 0.139 -0.581 0.419
H 0.493 -1.533 0.665 -0.734 0.687 -0.179
H -2.121 -1.630 3.218 -0.139 -0.097 -0.652
H 5.121 -3.092 -3.151 -1.062 -0.022 0.247
H 7.708 -5.758 -2.962 0.330 0.073 -0.464
F -5.268 -3.282 7.105 -0.137 -0.094 -1.112
H 7.344 -4.361 -4.008 0.226 0.468 0.310
H 5.826 -7.427 -4.234 0.012 -0.516 -0.467
H 1.702 -1.902 3.970 0.050 0.265 -0.265
O -4.299 5.035 0.942 1.045 -0.861 -0.121
H 5.531 6.523 -4.998 -0.041 0.492 0.205
H 0.495 -3.105 5.851 1.334 0.119 -0.695
C 7.578 -4.021 -1.731 0.018 0.271 0.381
H 6.773 -2.120 -1.880 -0.910 0.319 0.232
H 3.850 8.556 -4.784 0.864 -0.076 -0.198
H -4.515 1.002 -3.415 -0.097 -0.130 0.623
H 3.004 9.819 -2.849 -0.479 -0.109 -0.075
H 5.538 -5.746 -0.688 0.736 0.422 -0.198
C 5.531 8.839 -2.470 -1.764 0.365 -1.773
F 9.055 2.404 -1.163 -0.250 -0.254 -0.946
H -1.079 0.302 -4.162 0.740 0.101 0.372
H -7.937 2.870 2.129 -0.374 -0.572 0.788
C 5.437 -6.126 -1.705 0.421 1.130 -0.933
H 8.524 -3.479 -1.752 -0.037 -0.171 -0.234
H -3.325 2.709 -3.283 0.149 0.114 -0.010
C -8.989 2.882 1.844 -1.226 -0.885 -1.819
H -11.232 0.750 0.440 -0.831 -0.273 0.841
C 1.211 0.419 1.744 0.381 -1.105 0.596
O -2.896 3.868 2.670 -0.157 1.227 -3.457
C -0.225 3.005 -5.631 -0.866 0.010 -1.739
H -1.353 -0.081 3.249 0.040 0.080 -0.124
C -11.112 1.703 0.954 1.595 -0.479 0.024
H -0.089 -4.627 4.197 -0.152 -0.017 -0.031
H 4.821 -8.197 -6.388 0.177 0.023 0.158
C -12.872 3.170 -0.243 0.904 -1.408 -1.480
H 1.438 -10.124 2.447 0.146 0.275 -0.350
H -9.253 0.991 3.568 0.091 0.609 -0.236
F 0.402 3.517 9.251 1.278 -1.461 -1.237
H -8.436 1.495 -0.395 -0.283 0.196 0.164
C 2.308 1.003 0.742 -1.683 -1.951 0.701
C 5.247 -3.682 -2.243 0.607 -0.682 -1.205
C 5.626 -6.679 -5.001 -0.689 0.969 0.568
H 5.133 -4.552 -4.752 0.042 0.004 -0.260
F 0.130 -4.819 -1.679 0.827 -0.818 -0.375
F -1.389 -3.245 -1.894 -0.044 1.223 0.556
O -6.443 -0.100 9.134 1.071 -1.295 -1.156
P -0.784 -4.322 -2.929 0.172 1.038 0.730
C 4.827 5.672 -3.073 -0.459 1.878 -0.729
H -13.461 3.343 0.657 0.475 -0.074 0.096
H 4.358 -6.272 -1.742 0.182 -0.617 -0.614
H -11.665 1.873 1.878 -0.272 -0.272 -0.288
S -5.517 -0.632 8.115 -0.974 0.836 -1.399
H 7.658 -4.750 -0.925 0.086 -0.021 -0.027
N 4.190 8.102 -2.694 -1.597 -2.013 0.372
N -2.209 1.882 -4.861 -1.326 -0.956 1.495
H -7.775 -0.794 3.144 -0.313 0.428 0.298
H 5.903 5.548 -2.950 -0.166 -0.347 0.159
H 5.316 9.852 -2.810 0.106 0.228 0.318
O 3.626 -6.505 3.690 1.160 0.364 0.037
H -0.429 -9.241 -1.231 -0.037 0.145 0.046
O 4.051 -4.990 5.511 0.996 0.501 -1.710
H 0.520 2.957 -3.663 -0.456 -0.391 0.626
F 1.381 1.525 8.644 -0.249 1.424 1.206
H -2.440 3.904 -4.228 0.096 -0.080 0.062
F -1.850 -3.690 -3.997 1.220 -0.405 -0.914
H 0.074 -8.114 0.055 0.064 -0.415 0.434
C -0.635 -8.895 -0.218 -0.862 0.009 -0.822
C 0.667 -1.597 4.130 0.493 0.455 0.534
C 4.698 -7.141 -6.150 -0.603 -0.151 0.503
H 4.302 4.717 -3.078 0.133 0.162 0.441
H 6.226 8.469 -3.223 0.337 -0.466 0.720
H 2.136 10.454 0.805 0.357 -0.286 0.078
F 9.693 2.220 0.841 -0.594 -0.263 0.602
C 3.086 9.272 -0.736 -0.001 -0.108 0.252
S 4.441 -5.351 4.140 -2.872 0.028 -0.439
H 5.790 8.827 -1.411 0.213 -0.335 -0.433
H -5.286 -1.282 -3.096 -0.128 -0.209 -0.161
H -8.985 -1.452 2.074 0.286 -0.238 -0.178
H 1.022 1.587 -4.563 -0.146 -0.107 -0.162
H -0.739 -3.463 1.777 -0.074 -0.087 0.179
H 6.087 -2.993 -0.420 0.540 0.320 -0.012
S -3.112 4.209 1.216 0.455 0.126 2.654
H 1.917 11.127 -0.737 0.527 0.113 -0.395
H 0.497 -11.324 3.141 -0.653 -0.225 -0.192
H -1.446 -10.678 0.459 -0.350 -0.355 -0.170
H 3.988 9.803 -0.430 0.362 -0.400 -0.342
C -1.430 -0.996 2.663 1.929 -0.064 0.967
H 3.181 1.310 1.317 -0.319 0.746 -0.369
H 0.892 -3.669 2.482 0.312 0.773 -0.579
F -1.572 6.517 1.492 0.201 -0.479 -1.187
H -3.891 1.059 -5.889 -0.486 0.538 0.410
C 6.207 -5.971 4.294 -1.677 0.599 0.557
O 10.771 4.984 0.283 -0.103 -1.519 0.203
H -12.919 4.031 -0.911 -0.008 0.133 0.276
H -1.611 -0.717 1.625 -0.407 -0.517 0.177
C -4.981 -0.928 -4.080 0.192 -0.759 -0.202
C -0.650 -9.724 2.124 0.339 0.536 4.011
C 1.994 10.162 -0.236 -1.560 1.590 0.550
C 2.983 8.933 -2.216 1.340 -0.146 1.320
S 9.334 4.806 0.126 1.856 3.101 -0.855
S 3.121 3.638 8.783 2.119 0.928 0.455
H 0.945 9.865 -0.245 0.120 -0.956 -0.291
H -6.704 0.427 1.267 -0.506 1.014 0.414
H 0.623 -0.628 4.628 0.042 0.266 -0.705
H -2.691 -0.026 -5.525 0.269 -0.322 0.086
```
Forces are in eV/Å.

Output
E_LUMO   -2.31 eV

These are the Löwdin partial charges, in e, on atoms 1 to 99:
1. C -0.704
2. C -0.131
3. C -0.225
4. N 0.103
5. C -0.032
6. H 0.105
7. O -0.356
8. O -0.420
9. C -0.130
10. H 0.116
11. H 0.085
12. C -0.068
13. H 0.115
14. H 0.141
15. H 0.119
16. H 0.096
17. H 0.071
18. H 0.124
19. O -0.409
20. H 0.107
21. F 0.130
22. C 0.015
23. H 0.120
24. O -0.376
25. C -0.073
26. H 0.070
27. C -0.147
28. C -0.105
29. H 0.119
30. O -0.374
31. C -0.736
32. H 0.114
33. F -0.191
34. F 0.123
35. F 0.185
36. C -0.126
37. H 0.127
38. F 0.086
39. C -0.505
40. H 0.120
41. C -0.123
42. C -0.175
43. O -0.416
44. C -0.142
45. C 0.023
46. H 0.169
47. F -0.155
48. F 0.095
49. H 0.128
50. H 0.114
51. H 0.119
52. N -0.229
53. H 0.077
54. O -0.343
55. C -0.117
56. C -0.088
57. N -0.217
58. H 0.118
59. H 0.136
60. C -0.125
61. H 0.115
62. H 0.139
63. N -0.213
64. C -0.235
65. H 0.100
66. O -0.426
67. H 0.081
68. H 0.101
69. H 0.058
70. H 0.140
71. H 0.125
72. H 0.093
73. C -0.109
74. F 0.113
75. H 0.129
76. F 0.121
77. H 0.101
78. F -0.200
79. F 0.132
80. C -0.122
81. H 0.050
82. O 0.198
83. C -0.061
84. C -0.122
85. F 0.003
86. H 0.132
87. O -0.381
88. H 0.083
89. H 0.110
90. C -0.654
91. H 0.129
92. H 0.123
93. H 0.103
94. H 0.126
95. H 0.129
96. F 0.112
97. H 0.139
98. H 0.099
99. H 0.142


no.,E_HOMO (hartree)
1,-0.3760
2,-0.2087